Entry 1:
{"formula": "C34H54N2O2RhS4Sb", "method": "the ωB97M-V functional and the def2-TZVPD basis", "e_homo_ev": -1.5, "homo_lumo_gap_ev": 5.52, "total_charge": -2, "elements": ["Rh", "C", "N", "C", "C", "C", "N", "C", "C", "C", "C", "C", "C", "C", "O", "C", "C", "C", "C", "C", "C", "C", "C", "C", "C", "C", "C", "C", "C", "C", "O", "C", "C", "C", "C", "C", "C", "C", "C", "H", "H", "H", "H", "H", "H", "H", "H", "H", "H", "H", "H", "H", "H", "H", "H", "H", "H", "H", "H", "H", "H", "H", "H", "H", "H", "H", "H", "H", "H", "H", "H", "H", "H", "H", "H", "H", "H", "H", "H", "H", "H", "H", "H", "H", "H", "H", "H", "H", "H", "H", "H", "H", "H", "S", "Sb", "S", "S", "S"], "positions_angstrom": [[1.250, -1.367, 0.213], [4.183, -1.670, -1.066], [3.712, -0.921, 0.091], [4.245, -1.474, 1.328], [3.954, 0.517, -0.060], [2.730, 1.212, -0.657], [1.530, 0.897, 0.105], [1.597, 1.486, 1.451], [0.527, 1.068, 2.409], [-0.330, 2.004, 2.958], [-1.226, 1.661, 3.959], [-1.165, 0.351, 4.431], [-0.308, -0.619, 3.925], [0.532, -0.281, 2.827], [1.368, -1.131, 2.265], [-0.227, -2.002, 4.576], [1.207, -2.210, 5.096], [-0.572, -3.096, 3.566], [-1.183, -2.150, 5.763], [-2.179, 2.711, 4.527], [-1.369, 3.817, 5.222], [-3.000, 3.333, 3.386], [-3.158, 2.125, 5.546], [0.320, 1.390, -0.571], [0.019, 0.833, -1.951], [-0.921, 1.562, -2.676], [-1.362, 1.161, -3.922], [-0.737, 0.041, -4.476], [0.232, -0.699, -3.824], [0.558, -0.360, -2.473], [1.415, -1.092, -1.798], [1.010, -1.792, -4.579], [2.465, -1.307, -4.715], [1.023, -3.144, -3.866], [0.448, -2.040, -5.982], [-2.490, 1.857, -4.678], [-3.658, 0.869, -4.825], [-3.008, 3.095, -3.944], [-2.013, 2.300, -6.069], [5.282, -1.618, -1.157], [3.729, -1.266, -1.968], [3.872, -2.711, -0.976], [5.345, -1.390, 1.382], [3.964, -2.525, 1.392], [3.798, -0.966, 2.181], [4.818, 0.712, -0.712], [4.199, 0.943, 0.912], [2.585, 0.856, -1.677], [2.895, 2.302, -0.699], [1.608, 2.585, 1.357], [2.541, 1.176, 1.899], [-0.270, 3.027, 2.593], [-1.822, 0.067, 5.240], [1.914, -2.110, 4.274], [1.311, -3.210, 5.528], [1.450, -1.468, 5.865], [0.149, -3.115, 2.753], [-1.563, -2.934, 3.147], [-0.569, -4.079, 4.046], [-0.979, -1.415, 6.548], [-1.056, -3.147, 6.188], [-2.224, -2.054, 5.445], [-0.678, 4.289, 4.523], [-0.783, 3.395, 6.042], [-2.029, 4.590, 5.628], [-2.362, 3.878, 2.689], [-3.744, 4.032, 3.783], [-3.519, 2.553, 2.827], [-2.638, 1.760, 6.434], [-3.727, 1.301, 5.112], [-3.864, 2.897, 5.863], [0.385, 2.489, -0.668], [-0.522, 1.178, 0.094], [-1.316, 2.458, -2.207], [-1.028, -0.261, -5.473], [2.889, -1.165, -3.723], [2.518, -0.362, -5.265], [3.063, -2.056, -5.244], [1.371, -3.047, -2.842], [1.694, -3.833, -4.393], [0.028, -3.573, -3.858], [0.507, -1.150, -6.618], [-0.589, -2.378, -5.928], [1.032, -2.831, -6.458], [-3.981, 0.527, -3.841], [-3.358, -0.011, -5.394], [-4.505, 1.343, -5.332], [-3.401, 2.830, -2.961], [-3.819, 3.552, -4.518], [-2.221, 3.842, -3.816], [-1.656, 1.450, -6.651], [-1.195, 3.018, -5.979], [-2.831, 2.773, -6.623], [-2.479, -4.263, -2.070], [-1.240, -3.891, -0.121], [-1.185, -1.488, 0.213], [1.393, -3.594, 0.190], [-2.604, -4.849, 1.515]], "atomic_forces_ev_per_a": [[-0.18, 2.63, -0.08], [0.13, 0.01, -0.17], [-0.54, -0.41, 0.11], [0.21, 0.03, 0.14], [-0.23, 0.07, -0.09], [0.37, -0.19, -0.10], [-0.94, -0.26, 0.07], [0.12, 0.10, 0.12], [-0.01, -0.11, -0.13], [-0.03, 0.01, -0.03], [0.01, 0.04, 0.05], [-0.02, 0.01, 0.00], [0.12, -0.08, -0.01], [-0.15, 0.07, 0.20], [-0.03, -0.40, 0.24], [0.17, -0.04, 0.02], [-0.03, 0.07, -0.02], [0.07, 0.15, 0.08], [0.07, 0.06, -0.03], [0.00, 0.07, 0.00], [-0.05, -0.02, -0.01], [-0.01, -0.03, 0.04], [0.04, 0.00, -0.07], [-0.02, -0.03, -0.18], [0.03, 0.01, 0.06], [0.00, -0.03, -0.02], [0.03, 0.09, 0.07], [0.01, 0.04, -0.02], [0.05, -0.10, -0.05], [-0.04, 0.17, -0.07], [0.00, -0.57, -0.26], [0.13, 0.10, 0.09], [-0.08, 0.06, -0.06], [0.08, -0.01, 0.10], [0.08, 0.09, -0.02], [-0.05, -0.01, -0.04], [0.03, 0.07, 0.00], [0.03, -0.06, 0.00], [-0.04, -0.03, 0.04], [-0.02, 0.01, 0.08], [0.00, -0.05, 0.11], [-0.03, 0.01, -0.01], [-0.02, 0.01, -0.08], [-0.01, 0.01, 0.00], [-0.05, -0.02, -0.03], [0.01, -0.10, 0.02], [0.01, -0.06, 0.03], [-0.04, 0.04, 0.05], [-0.02, -0.03, 0.08], [0.00, -0.01, 0.01], [0.06, 0.02, -0.06], [-0.04, 0.00, -0.03], [0.01, 0.02, -0.03], [0.03, -0.03, -0.01], [-0.03, 0.00, 0.01], [0.01, -0.02, 0.02], [-0.03, -0.01, -0.08], [0.03, -0.05, -0.02], [-0.03, 0.01, 0.03], [-0.03, -0.02, 0.02], [0.00, -0.01, 0.01], [-0.01, -0.01, 0.03], [0.01, 0.01, 0.01], [0.01, 0.01, 0.00], [-0.01, 0.00, -0.01], [0.00, -0.02, -0.03], [0.01, 0.02, 0.00], [-0.01, 0.01, -0.01], [-0.02, -0.05, -0.01], [-0.01, -0.01, 0.03], [0.01, 0.01, 0.02], [0.05, -0.02, 0.05], [0.05, -0.03, 0.01], [-0.05, -0.02, -0.02], [-0.01, 0.00, 0.02], [0.01, 0.04, -0.07], [0.00, -0.02, 0.03], [0.01, 0.00, -0.01], [-0.06, -0.06, 0.08], [-0.04, 0.04, -0.06], [-0.25, -0.15, 0.15], [-0.03, -0.04, 0.00], [-0.01, 0.02, -0.04], [0.02, 0.00, 0.00], [-0.02, -0.02, -0.01], [-0.01, -0.01, -0.01], [0.00, -0.02, -0.02], [0.01, 0.03, 0.02], [0.00, 0.00, -0.01], [0.00, 0.00, 0.03], [0.01, 0.02, -0.03], [0.01, 0.00, -0.01], [0.00, 0.00, -0.01], [1.06, 0.03, 0.25], [-0.70, 0.47, 0.16], [1.67, -0.35, 0.02], [-1.64, -1.12, -0.26], [0.85, -0.02, -0.39]], "mulliken_charge": [1.10, -1.56, 1.28, -1.22, -1.72, -0.72, 1.96, -1.36, -0.40, -0.42, -0.69, 0.48, -0.82, 0.87, -0.88, 2.47, -1.65, -1.31, -2.54, 2.31, -1.68, -1.70, -2.21, -1.68, -0.45, -0.32, -0.55, -0.33, -0.64, 0.73, 0.23, 2.56, -1.22, -1.29, -2.54, 2.08, -1.64, -2.21, -1.67, 0.35, 0.31, 0.33, 0.33, 0.30, 0.31, 0.50, 0.51, 0.33, 0.39, 0.20, 0.46, 0.30, 0.60, 0.14, 0.44, 0.36, -0.13, 0.29, 0.45, 0.44, 0.47, 0.42, 0.32, 0.33, 0.46, 0.32, 0.46, 0.37, 0.36, 0.42, 0.44, 0.39, 0.57, 0.54, 0.34, -0.03, 0.26, 0.49, -0.10, 0.47, 0.23, 0.38, 0.46, 0.49, 0.37, 0.32, 0.46, 0.40, 0.45, 0.37, 0.31, 0.34, 0.46, -0.71, 0.44, -0.53, -0.73, -0.68]}



Entry 2:
{"formula": "C34H55AlBO21", "method": "the ωB97M-V functional and the def2-TZVPD basis", "e_homo_ev": -5.0, "homo_lumo_gap_ev": 6.69, "total_charge": -1, "elements": ["O", "B", "O", "O", "C", "C", "O", "Al", "O", "H", "H", "H", "H", "H", "H", "H", "O", "C", "O", "C", "C", "C", "H", "H", "H", "H", "H", "H", "O", "C", "O", "C", "C", "C", "H", "H", "H", "H", "H", "H", "O", "C", "O", "C", "C", "C", "H", "H", "H", "H", "H", "H", "O", "C", "O", "C", "C", "C", "H", "H", "H", "H", "H", "H", "O", "C", "O", "C", "C", "C", "H", "H", "H", "H", "H", "H", "O", "C", "O", "C", "C", "C", "H", "H", "H", "H", "H", "H", "O", "C", "O", "C", "C", "C", "H", "H", "H", "H", "H", "H", "O", "C", "O", "C", "C", "C", "H", "H", "H", "H", "H", "H"], "positions_angstrom": [[-1.701, -1.779, 1.064], [-1.748, -0.382, 1.075], [-2.986, 0.203, 1.236], [-0.581, 0.342, 0.927], [-0.268, 0.921, 2.197], [1.122, 1.521, 2.325], [1.010, 2.358, 3.470], [0.176, 1.190, 4.607], [-0.408, 0.030, 3.262], [-1.902, -2.002, 1.978], [-2.920, 0.976, 1.802], [-0.992, 1.735, 2.434], [1.534, 1.960, 1.419], [1.738, 0.670, 2.659], [-1.041, 1.809, 5.385], [1.277, 0.395, 5.497], [-0.839, -2.708, -5.654], [-0.855, -2.776, -4.450], [-0.350, -1.796, -3.679], [-0.413, -2.185, -2.280], [-1.509, -3.239, -2.220], [-1.382, -3.901, -3.593], [0.561, -2.574, -1.984], [-0.639, -1.310, -1.679], [-1.396, -3.916, -1.379], [-2.482, -2.755, -2.132], [-0.652, -4.713, -3.592], [-2.325, -4.247, -4.005], [-3.138, 0.511, 5.872], [-3.167, 0.521, 7.064], [-2.820, 1.582, 7.836], [-2.855, 1.209, 9.222], [-3.775, -0.012, 9.306], [-3.528, -0.651, 7.945], [-1.835, 0.973, 9.533], [-3.212, 2.058, 9.802], [-3.554, -0.654, 10.157], [-4.817, 0.303, 9.384], [-2.671, -1.327, 7.948], [-4.399, -1.165, 7.550], [3.049, 2.450, -6.901], [2.327, 1.500, -6.800], [2.366, 0.661, -5.745], [1.457, -0.447, -5.944], [0.439, 0.058, -6.957], [1.279, 1.024, -7.792], [2.027, -1.298, -6.322], [1.004, -0.714, -4.998], [-0.025, -0.745, -7.523], [-0.351, 0.606, -6.441], [1.790, 0.522, -8.615], [0.712, 1.868, -8.176], [-1.308, -5.343, 7.366], [-1.336, -4.559, 6.459], [-1.874, -3.330, 6.580], [-1.864, -2.642, 5.301], [-0.771, -3.331, 4.496], [-0.835, -4.760, 5.039], [-2.853, -2.750, 4.851], [-1.669, -1.585, 5.464], [-0.918, -3.252, 3.422], [0.194, -2.884, 4.733], [-1.562, -5.373, 4.504], [0.129, -5.259, 5.046], [3.709, 2.791, 1.506], [3.799, 3.467, 0.526], [3.537, 4.795, 0.511], [3.577, 5.288, -0.842], [4.442, 4.297, -1.612], [4.136, 2.996, -0.878], [2.560, 5.320, -1.220], [3.988, 6.295, -0.845], [4.215, 4.271, -2.676], [5.498, 4.554, -1.498], [3.254, 2.500, -1.288], [4.968, 2.298, -0.856], [-4.239, -4.495, -4.673], [-4.401, -3.695, -5.549], [-4.942, -2.477, -5.324], [-5.092, -1.762, -6.562], [-4.091, -2.404, -7.516], [-4.069, -3.848, -7.020], [-6.124, -1.875, -6.902], [-4.896, -0.708, -6.379], [-4.367, -2.293, -8.563], [-3.107, -1.957, -7.374], [-4.843, -4.463, -7.484], [-3.099, -4.323, -7.139], [0.887, 6.630, -2.479], [0.253, 5.626, -2.630], [0.771, 4.390, -2.429], [-0.193, 3.380, -2.784], [-1.546, 4.072, -2.700], [-1.188, 5.505, -3.090], [0.036, 3.031, -3.794], [-0.095, 2.548, -2.090], [-2.300, 3.609, -3.332], [-1.908, 4.049, -1.671], [-1.217, 5.661, -4.170], [-1.805, 6.250, -2.596], [3.731, -1.443, 2.037], [4.797, -1.132, 2.465], [5.901, -1.927, 2.285], [7.025, -1.376, 2.979], [6.707, 0.103, 3.152], [5.183, 0.094, 3.276], [7.126, -1.891, 3.939], [7.921, -1.557, 2.388], [7.220, 0.551, 4.001], [6.998, 0.652, 2.255], [4.854, -0.052, 4.306], [4.713, 0.984, 2.864]], "atomic_forces_ev_per_a": [[0.05, 0.28, -0.41], [0.26, -0.35, 0.17], [0.03, -0.24, 0.32], [-0.10, -0.27, 0.14], [-0.27, 0.51, 0.49], [-0.08, -0.49, 0.86], [-0.27, -0.34, -0.09], [0.59, -0.07, -0.15], [-0.20, 0.10, 0.01], [-0.19, -0.34, 0.08], [-0.01, 0.38, -0.19], [0.06, 0.23, -0.80], [-0.14, 0.41, 0.10], [0.35, -0.09, -0.89], [-0.02, 0.25, 0.17], [-0.09, -0.08, 0.11], [-0.12, 0.12, 0.00], [0.19, -0.20, -0.13], [-0.13, -0.08, 0.15], [-0.16, 0.00, 0.34], [-0.01, -0.07, -0.16], [-0.14, 0.27, 0.21], [0.03, 0.01, -0.06], [0.11, 0.10, -0.10], [0.06, 0.03, 0.02], [0.00, -0.01, 0.03], [0.01, 0.00, -0.09], [0.22, -0.19, 0.10], [-0.35, 0.32, -0.04], [0.15, -0.44, -0.10], [-0.21, 0.07, -0.01], [-0.02, -0.06, 0.12], [0.13, 0.09, -0.12], [-0.19, 0.00, 0.41], [-0.01, -0.03, 0.01], [0.02, 0.07, -0.09], [0.09, 0.01, -0.02], [0.02, 0.06, 0.02], [-0.07, -0.12, 0.01], [0.12, -0.12, -0.14], [-0.04, 0.01, 0.08], [0.13, 0.01, -0.20], [-0.04, -0.03, 0.02], [-0.12, -0.04, -0.05], [0.05, 0.10, -0.16], [-0.29, -0.10, 0.31], [0.03, 0.03, -0.02], [0.18, 0.10, 0.05], [0.04, -0.06, 0.04], [-0.01, -0.03, 0.03], [0.02, 0.05, -0.04], [0.15, 0.05, -0.13], [0.01, 0.05, 0.07], [-0.05, -0.17, -0.15], [-0.03, 0.09, -0.05], [0.15, 0.16, -0.11], [0.01, -0.16, 0.09], [0.14, 0.41, -0.03], [-0.02, -0.03, 0.02], [-0.05, -0.03, 0.08], [0.02, 0.00, 0.03], [-0.02, 0.08, -0.06], [0.02, -0.07, 0.03], [-0.08, -0.17, 0.02], [0.45, 0.19, 0.18], [-0.28, -0.26, -0.18], [0.19, -0.02, 0.00], [0.06, 0.10, -0.14], [-0.01, -0.10, 0.01], [0.21, 0.33, -0.11], [0.02, 0.03, -0.02], [-0.04, 0.02, 0.19], [-0.08, 0.03, 0.02], [0.00, 0.00, 0.01], [0.01, -0.08, 0.05], [-0.11, -0.14, 0.04], [-0.22, 0.05, -0.05], [-0.02, -0.21, -0.06], [-0.01, 0.05, 0.01], [0.03, 0.06, -0.14], [0.05, -0.06, -0.03], [0.14, 0.37, -0.06], [0.00, -0.03, 0.00], [-0.01, -0.01, 0.12], [-0.08, -0.01, 0.02], [0.01, -0.01, 0.03], [0.02, -0.05, 0.01], [-0.05, -0.14, 0.06], [0.07, -0.13, 0.05], [-0.11, 0.11, -0.22], [-0.07, 0.10, -0.04], [-0.07, -0.20, 0.05], [-0.02, 0.13, -0.02], [-0.10, -0.32, 0.28], [0.01, 0.03, -0.01], [0.11, 0.04, 0.04], [0.05, -0.02, -0.04], [0.01, -0.03, 0.01], [0.01, 0.06, 0.00], [0.06, 0.14, -0.11], [0.04, -0.06, -0.11], [-0.12, 0.07, 0.23], [0.03, 0.01, -0.05], [0.05, 0.06, 0.05], [-0.09, 0.11, 0.07], [0.31, -0.03, -0.31], [0.00, 0.02, 0.02], [-0.04, -0.07, -0.05], [-0.01, -0.04, 0.03], [0.02, -0.01, 0.00], [-0.11, 0.01, -0.02], [-0.20, -0.05, 0.09]], "mulliken_charge": [-0.63, 1.23, -0.61, -0.44, -0.19, 0.20, -0.69, 1.18, -0.84, 0.17, 0.28, 0.10, -0.11, 0.18, -0.35, -0.50, -0.64, 0.54, -0.32, -0.21, -0.49, -0.15, 0.22, 0.00, 0.43, 0.28, 0.29, -0.01, -0.51, 0.41, -0.31, -0.44, -0.57, -0.22, 0.26, 0.32, 0.33, 0.28, 0.12, 0.34, -0.60, 0.47, -0.37, 0.10, -0.29, -0.46, 0.23, -0.05, 0.27, 0.21, 0.26, 0.30, -0.64, 0.41, -0.26, 0.21, -0.05, -0.49, 0.22, -0.24, 0.02, 0.24, 0.27, 0.30, -0.48, 0.39, -0.40, -0.01, -0.59, -0.34, -0.08, 0.38, 0.34, 0.29, 0.13, 0.41, -0.66, 0.60, -0.35, -0.53, -0.13, -0.40, 0.28, 0.34, 0.36, -0.06, 0.30, 0.22, -0.58, 0.56, -0.34, -0.23, -0.51, -0.53, 0.08, 0.29, 0.38, 0.24, 0.26, 0.32, -0.49, 0.41, -0.42, -0.45, -0.58, 0.16, 0.24, 0.34, 0.36, 0.24, 0.29, -0.07]}



Computed values of molecular weight (unit: g/mol) for the preceding records, in sequence: 875.75 837.59.